# 1
133
Properties=species:S:1:pos:R:3:lowdin_charge:R:1 method="wB97M-V/def2-TZVPD" energy_ha=-5000.1955 relative_energy_kcal_mol=49.30 homo_ev="-3.514 / -3.196" total_charge=-2 fmax_ev_per_a=3.1 gap_ha="0.19801 / 0.14903"
Cs 0.025 -0.610 0.421 1.290
C -4.840 3.940 3.843 -0.070
C -4.007 2.758 4.319 -0.202
N -2.633 2.835 3.828 -0.129
C -1.663 3.516 4.680 -0.251
C -1.043 2.595 5.730 -0.071
C -2.259 2.126 2.741 -0.668
S -0.574 2.149 2.326 0.908
N -3.183 1.475 2.088 0.134
C -2.928 0.816 0.921 -0.472
O -1.865 0.878 0.278 -0.517
C -4.062 0.028 0.375 -0.145
C -5.250 -0.157 1.079 -0.024
C -6.288 -0.871 0.509 -0.068
C -6.150 -1.397 -0.770 -0.078
C -4.970 -1.219 -1.475 -0.067
C -3.925 -0.516 -0.900 -0.013
H -5.845 3.887 4.269 0.073
H -4.925 3.913 2.753 0.067
H -4.391 4.893 4.134 0.067
H -4.442 1.834 3.954 0.108
H -3.971 2.718 5.409 0.116
H -2.182 4.347 5.158 0.114
H -0.884 3.942 4.043 0.082
H -1.814 2.164 6.370 0.074
H -0.341 3.148 6.358 0.076
H -0.504 1.778 5.249 0.066
H -5.336 0.236 2.082 0.107
H -7.193 -1.050 1.076 0.103
H -6.957 -1.975 -1.205 0.100
H -4.853 -1.648 -2.462 0.105
H -2.991 -0.386 -1.434 0.102
N -1.366 -3.630 -0.521 0.026
C -0.043 -4.150 -0.157 -0.202
C 0.931 -3.472 -1.127 -0.685
O 1.083 -3.977 -2.250 -0.006
O 1.417 -2.372 -0.671 -0.520
H -2.022 -3.573 0.250 0.034
H -1.793 -4.149 -1.271 0.074
H 0.064 -5.233 -0.278 0.107
H 0.194 -3.870 0.872 0.103
O 1.401 2.063 -1.657 -0.098
C 2.636 2.151 -2.306 -0.272
C 3.035 3.330 -2.922 -0.027
C 4.265 3.373 -3.558 -0.092
C 5.082 2.248 -3.564 -0.095
C 4.641 1.071 -2.972 -0.085
C 3.392 0.985 -2.354 -0.249
P 2.532 -0.537 -1.630 1.052
C 1.748 -0.979 -3.257 -0.319
C 0.370 -1.173 -3.340 -0.115
C -0.247 -1.445 -4.553 -0.081
C 0.505 -1.533 -5.713 -0.099
C 1.881 -1.344 -5.652 -0.088
C 2.490 -1.065 -4.436 -0.087
C 4.001 -1.625 -1.532 -0.357
C 4.999 -1.260 -0.625 -0.110
C 6.109 -2.068 -0.421 -0.099
C 6.229 -3.262 -1.123 -0.104
C 5.231 -3.643 -2.010 -0.083
C 4.117 -2.834 -2.211 -0.078
C 0.952 3.138 -0.936 -0.303
C 1.792 3.918 -0.156 -0.011
C 1.267 5.018 0.505 -0.089
C -0.076 5.340 0.362 -0.106
C -0.908 4.528 -0.401 -0.094
C -0.421 3.387 -1.032 -0.269
P -1.318 2.129 -2.060 1.174
C -0.856 2.936 -3.683 -0.341
C 0.043 2.267 -4.511 -0.082
C 0.474 2.839 -5.706 -0.076
C 0.004 4.085 -6.087 -0.103
C -0.897 4.763 -5.269 -0.096
C -1.319 4.194 -4.077 -0.093
C -3.101 2.610 -2.023 -0.356
C -3.828 2.252 -3.165 -0.107
C -5.207 2.375 -3.213 -0.085
C -5.903 2.845 -2.106 -0.092
C -5.205 3.180 -0.959 -0.078
C -3.818 3.060 -0.916 -0.106
H 2.388 4.199 -2.904 0.125
H 4.584 4.287 -4.045 0.095
H 6.055 2.285 -4.042 0.094
H 5.280 0.194 -2.981 0.103
H -0.235 -1.119 -2.448 0.062
H -1.321 -1.592 -4.587 0.105
H 0.026 -1.755 -6.660 0.093
H 2.482 -1.416 -6.552 0.094
H 3.563 -0.917 -4.404 0.099
H 4.895 -0.337 -0.062 0.106
H 6.859 -1.784 0.306 0.078
H 7.089 -3.903 -0.960 0.092
H 5.306 -4.588 -2.537 0.097
H 3.312 -3.168 -2.856 0.094
H 2.842 3.668 -0.081 0.130
H 1.916 5.633 1.118 0.101
H -0.481 6.221 0.847 0.096
H -1.944 4.809 -0.517 0.091
H 0.409 1.289 -4.222 0.083
H 1.179 2.302 -6.330 0.103
H 0.333 4.531 -7.019 0.093
H -1.268 5.738 -5.562 0.093
H -2.018 4.730 -3.444 0.106
H -3.297 1.856 -4.024 0.107
H -5.743 2.082 -4.108 0.099
H -6.984 2.922 -2.130 0.096
H -5.740 3.513 -0.076 0.099
H -3.313 3.267 0.018 0.087
F 6.143 -4.293 4.477 0.104
C 4.845 -4.510 4.706 -0.156
C 4.516 -5.602 5.441 -0.159
F 5.516 -6.370 5.884 0.102
C 3.182 -5.943 5.778 -0.057
C 2.219 -5.039 5.250 -0.152
C 2.549 -3.951 4.505 -0.150
F 1.561 -3.164 4.077 0.119
C 3.887 -3.599 4.188 -0.050
C 4.238 -2.446 3.455 -0.150
C 3.299 -1.519 2.908 -0.191
N 2.681 -0.655 2.454 0.150
C 5.591 -2.037 3.240 -0.213
N 6.652 -1.631 3.035 0.150
F 0.929 -5.257 5.502 0.120
C 2.852 -7.059 6.573 -0.169
C 1.529 -7.356 7.029 -0.223
N 0.506 -7.666 7.465 0.141
C 3.814 -8.016 7.028 -0.228
N 4.528 -8.837 7.413 0.132
F -3.581 -2.087 2.498 0.081
B -3.910 -3.416 2.113 -1.216
F -2.781 -4.242 2.319 0.083
F -5.014 -3.864 2.869 0.079
F -4.240 -3.427 0.731 0.082

=====

# 2
125
Properties=species:S:1:pos:R:3:lowdin_charge:R:1 method="wB97M-V/def2-TZVPD" energy_ha=-6364.9221 relative_energy_kcal_mol=0.10 homo_ev=-5.245 total_charge=-1 fmax_ev_per_a=4.1 gap_ha=0.25886
Cs 0.071 -0.032 0.720 0.745
O 3.341 -2.868 -1.195 -0.472
S 2.072 -2.299 -1.495 0.853
C 2.219 -1.842 -3.215 -0.411
C 2.564 -2.777 -4.183 -0.072
C 2.548 -2.466 -5.525 -0.079
C 2.099 -1.205 -5.953 -0.060
C 1.959 -0.250 -4.954 -0.084
C 2.027 -0.514 -3.591 -0.372
P 1.709 0.747 -2.292 1.042
C 3.336 0.966 -1.389 -0.366
C 3.482 1.943 -0.416 -0.097
C 4.653 2.108 0.312 -0.057
C 5.727 1.211 0.140 -0.060
C 5.578 0.239 -0.845 -0.065
C 4.394 0.114 -1.579 -0.112
C 1.715 2.262 -3.331 -0.397
C 0.417 2.757 -3.459 -0.098
C 0.251 3.975 -4.108 -0.070
C 1.331 4.693 -4.624 -0.071
C 2.583 4.079 -4.621 -0.073
C 2.738 2.879 -3.960 -0.113
C 0.926 -3.729 -1.788 -0.370
C 1.445 -4.894 -1.348 -0.087
C 0.627 -6.049 -1.352 -0.008
C -0.682 -5.943 -1.905 -0.061
C -1.165 -4.754 -2.338 -0.112
C -0.389 -3.606 -2.227 -0.380
P -1.105 -1.942 -2.388 1.093
C -1.383 -1.801 -4.198 -0.359
C -1.798 -0.615 -4.725 -0.145
C -1.990 -0.492 -6.108 -0.079
C -1.853 -1.567 -6.999 -0.091
C -1.473 -2.821 -6.464 -0.089
C -1.155 -2.920 -5.093 -0.053
C -2.886 -2.067 -1.981 -0.368
C -3.177 -2.701 -0.802 -0.134
C -4.487 -2.786 -0.368 -0.088
C -5.555 -2.320 -1.122 -0.092
C -5.247 -1.624 -2.285 -0.091
C -3.926 -1.493 -2.682 -0.091
H 2.940 -3.765 -3.824 0.136
H 2.755 -3.261 -6.234 0.103
H 1.802 -1.056 -7.012 0.119
H 1.638 0.749 -5.297 0.112
H 2.731 2.680 -0.173 0.090
H 4.750 2.955 0.968 0.104
H 6.598 1.294 0.692 0.075
H 6.351 -0.434 -1.159 0.099
H 4.386 -0.623 -2.387 0.101
H -0.413 2.273 -2.978 0.083
H -0.709 4.459 -4.082 0.100
H 1.219 5.710 -4.931 0.093
H 3.512 4.470 -5.003 0.100
H 3.709 2.458 -3.878 0.106
H 2.475 -4.879 -0.916 0.114
H 1.036 -6.975 -1.065 0.089
H -1.254 -6.838 -2.013 0.097
H -2.232 -4.676 -2.600 0.128
H -2.000 0.226 -4.099 0.101
H -2.249 0.466 -6.517 0.093
H -2.140 -1.548 -8.047 0.094
H -1.248 -3.640 -7.160 0.099
H -0.770 -3.885 -4.693 0.100
H -2.346 -3.144 -0.157 0.068
H -4.622 -3.376 0.560 0.116
H -6.603 -2.543 -0.900 0.102
H -6.041 -1.234 -2.930 0.105
H -3.854 -1.017 -3.641 0.085
O 1.004 3.544 1.557 -0.026
C 0.782 4.515 0.846 -0.179
C -0.505 4.798 0.124 -0.094
C -1.057 6.072 0.144 0.023
C -2.435 6.205 -0.065 -0.173
C -3.286 5.154 -0.553 -0.024
C -2.736 3.952 -0.795 -0.013
C -1.394 3.671 -0.278 -0.388
O -0.964 2.504 -0.237 -0.217
N -3.017 7.435 0.444 -0.390
O -4.069 7.269 1.030 0.042
O -2.472 8.528 0.329 0.031
H 1.535 5.265 0.810 0.114
H -0.543 6.938 0.586 0.131
H -4.301 5.383 -0.702 0.097
H -3.289 3.130 -1.264 0.113
O 2.440 4.718 3.408 -0.108
H 2.186 4.611 4.338 0.014
H 1.998 4.019 2.838 0.003
O 2.598 -5.566 2.172 -0.113
H 1.799 -4.985 2.092 -0.050
H 3.193 -5.163 1.543 0.002
N -0.885 -3.186 1.344 -0.155
C -0.160 -3.849 1.961 -0.241
C -0.812 -3.750 7.938 -0.089
C -0.634 -4.243 6.642 -0.092
C -0.235 -3.380 5.654 -0.123
C 0.140 -2.059 5.917 -0.381
C -0.083 -1.549 7.200 -0.089
C -0.453 -2.447 8.172 -0.118
As 0.665 -0.953 4.430 1.308
C 1.033 0.653 5.442 -0.374
C 2.139 0.867 6.252 -0.114
C 2.256 2.089 6.867 -0.110
C 1.206 2.963 6.916 -0.099
C 0.080 2.716 6.145 -0.040
C -0.046 1.562 5.393 -0.187
C -1.239 1.059 4.626 -0.167
C -2.495 1.664 4.488 -0.039
C -3.469 1.062 3.738 -0.097
C -3.297 -0.172 3.103 -0.078
C -2.120 -0.850 3.288 -0.157
C -1.092 -0.205 3.974 -0.380
H -1.178 -4.474 8.670 0.102
H -0.859 -5.224 6.307 0.094
H -0.101 -3.890 4.676 0.078
H 0.259 -0.533 7.454 0.105
H -0.526 -2.087 9.181 0.094
H 2.947 0.110 6.273 0.121
H 3.099 2.171 7.549 0.105
H 1.222 3.889 7.455 0.098
H -0.653 3.552 5.990 0.129
H -2.828 2.623 4.988 0.130
H -4.393 1.602 3.677 0.097
H -4.136 -0.449 2.451 0.111
H -1.779 -1.723 2.686 0.043